# 1
C27H26N2O6S | the ωB97M-V functional and the def2-TZVPD basis

The geometry in ORCA input format:
```
! wB97M-V def2-TZVPD RIJCOSX def2/J DEFGRID3
* xyz 0 1
C -2.88909 -1.45003 -3.66467
C -2.72437 -1.45406 -2.22841
H -3.64473 -1.75916 -1.83614
O -2.73885 -0.16753 -1.72118
C -1.57146 0.30499 -1.74118
C -1.67698 1.64774 -0.91464
C -0.54972 2.31272 -0.58544
C 0.74013 1.94873 -1.30134
C 0.73545 0.72855 -1.92630
C -0.33760 -0.06324 -2.04275
H -0.36860 -0.77036 -2.51584
H 1.61831 0.39029 -2.28875
N 1.95290 2.48915 -0.99663
S 2.51553 2.52257 0.70892
O 1.36676 2.45872 1.44645
O 3.50715 3.31151 1.01868
C 3.14970 0.59228 0.68480
C 2.14570 -0.30990 0.79335
C 2.68794 -1.48208 0.59610
C 3.91198 -1.85321 0.60396
C 4.80695 -0.85669 0.28596
C 4.33661 0.56636 0.61159
H 5.15684 1.39767 0.45657
H 5.83661 -1.03256 0.41353
C 4.41856 -3.14124 0.18216
H 5.55377 -3.33002 0.13486
H 3.84477 -4.07421 -0.28867
H 4.32805 -3.62621 1.36264
C 1.47239 -2.67309 1.01070
O 1.80342 -3.78535 1.39014
O 0.33237 -2.05887 0.60432
C -0.80608 -3.00597 0.93451
H -0.50494 -3.42966 2.03479
C -2.07419 -2.26846 1.19258
O -3.14520 -2.68855 0.87084
C -1.85133 -0.60318 1.77353
C -0.75312 -0.22359 2.15176
N -0.99619 1.09943 2.82681
C -2.26991 1.46049 2.14504
C -3.02619 2.76613 2.24981
C -4.12057 2.59458 1.82785
C -4.95893 1.59480 1.40799
C -4.26742 0.26453 1.16937
C -2.91688 0.10808 1.65340
H -4.74887 -0.51997 0.68495
H -5.67607 1.52991 0.78753
H -4.66387 3.49467 1.71351
H -2.29286 3.37572 2.57545
H -0.24366 1.83242 2.70279
H -0.00438 -0.63149 2.70697
H -0.93168 -3.71830 0.27170
H 1.17000 0.04570 0.78495
C 3.17117 2.80331 -1.96886
H 3.78654 3.36472 -1.39329
H 2.68377 3.04420 -2.68883
H 3.51735 1.87469 -1.83942
H -0.50060 3.32972 -0.31481
H -2.65635 2.13153 -0.59821
H -2.01909 -1.96399 -1.84089
H -2.91377 -2.48118 -3.81604
H -1.97050 -1.09963 -4.26585
H -3.73666 -0.86411 -3.99272
*
```

Its frontier orbital gap is 7.75 eV. As for the HOMO energy: -7.358 eV. The SMILES is CCOc1ccc(N(C)S(=O)(=O)c2ccc(C)c(C(=O)OCC(=O)c3c[nH]c4ccccc34)c2)cc1. The electronic energy is -54498.151 eV. Its relative energy (zero: lowest compared OMol25 entry of this formula, charge and spin) is 1.302 eV.


# 2
C27H26N5OPbS | the ωB97M-V functional and the def2-TZVPD basis

The geometry in ORCA input format:
```
! wB97M-V def2-TZVPD RIJCOSX def2/J DEFGRID3
* xyz 3 1
Pb 3.06294 -2.07735 0.26927
N -0.74885 -4.46121 1.29973
C 0.46875 -4.14430 0.87961
N 1.11492 -3.05649 1.22766
C 0.45557 -2.22698 2.21399
N 1.06615 -1.22588 2.74201
N 2.34774 -1.02440 2.24224
C 3.03501 -0.14423 2.82614
C 4.31955 0.24432 2.28919
C 5.28769 0.93864 3.02435
C 6.51292 1.13101 2.47839
C 6.79072 0.61265 1.18140
C 5.75655 0.04383 0.48874
N 4.54300 -0.09093 1.00858
C -0.93252 -2.46198 2.57461
C -1.70767 -1.57198 3.33597
C -2.97732 -1.96892 3.74724
C -3.44235 -3.22348 3.34548
C -2.73223 -4.02076 2.44041
C -1.48152 -3.64716 2.12112
H -1.12932 -5.33228 1.00179
H 0.94325 -4.81954 0.13112
H 2.66871 0.23066 3.76971
H 5.02743 1.23249 4.04960
H 7.29341 1.66839 3.02246
H 7.74962 0.73352 0.72369
H 5.89817 -0.40225 -0.47791
H -1.24237 -0.70422 3.70998
H -3.44617 -1.36799 4.46522
H -4.37736 -3.55436 3.69409
H -3.16746 -4.94441 2.15742
C 1.62358 -0.07544 -1.76488
C 0.48355 0.45370 -1.26466
C -0.66241 -0.30948 -1.92686
C -0.02470 -1.53053 -2.60050
C 1.28334 -1.32697 -2.56649
H 2.52585 0.43381 -1.86983
H 0.45945 1.35210 -0.69321
H -0.90747 0.38238 -2.74682
H -0.59166 -2.34962 -3.05681
H 2.03048 -1.93547 -3.04666
C -1.73159 5.98515 -2.70046
C -2.12472 4.54454 -2.37428
C -2.51711 4.14260 -1.11777
C -2.78842 2.82234 -0.83316
C -2.84391 1.92211 -1.92849
C -2.47461 2.27867 -3.21497
C -2.10261 3.58024 -3.42766
S -3.21346 0.30846 -1.37159
C -4.00980 -0.46154 -2.68629
O -1.88146 -0.58601 -1.20838
H -1.23650 6.31375 -1.77010
H -2.66407 6.57399 -2.73105
H -1.16215 6.19364 -3.60682
H -2.44016 4.84720 -0.30367
H -3.11478 2.41799 0.15187
H -2.46328 1.52511 -4.04912
H -1.71603 3.93159 -4.43014
H -3.38234 -0.74269 -3.48824
H -4.80292 0.30033 -3.05381
H -4.50704 -1.35636 -2.30243
*
```

Its frontier orbital gap is 6.71 eV. As for the HOMO energy: -16.398 eV. The electronic energy is -53974.356 eV. Its relative energy (zero: lowest compared OMol25 entry of this formula, charge and spin) is 0.000 eV.


# 3
C27H26NO2PPtSTe | the ωB97M-V functional and the def2-TZVPD basis

The geometry in ORCA input format:
```
! wB97M-V def2-TZVPD RIJCOSX def2/J DEFGRID3
* xyz 0 3
Pt 1.08412 1.15008 0.84138
N 1.56437 -1.26052 2.45555
C 1.32770 -2.38523 1.65764
C 1.73998 -3.65032 2.09174
C 1.52631 -4.77553 1.32188
C 0.88482 -4.67711 0.09217
C 0.49401 -3.43236 -0.35891
C 0.71964 -2.27751 0.39579
P 0.32727 -0.67006 -0.35613
C 0.96910 -0.89246 -2.04423
C 2.34775 -1.06646 -2.17095
C 2.92478 -1.25467 -3.41425
C 2.12763 -1.26694 -4.55218
C 0.75659 -1.10464 -4.43456
C 0.17503 -0.92287 -3.18563
C -1.47199 -0.57898 -0.50859
C -2.31313 -1.46676 0.15302
C -3.68991 -1.29622 0.08767
C -4.22895 -0.25053 -0.64349
C -3.39290 0.64652 -1.29743
C -2.02099 0.49590 -1.21387
H 0.72446 -0.71289 2.67873
H 2.05421 -1.49558 3.30742
H 2.21570 -3.73977 3.06146
H 1.85121 -5.74097 1.68853
H 0.70670 -5.55787 -0.50958
H 0.02441 -3.33975 -1.33157
H 2.97026 -1.07672 -1.28237
H 3.99509 -1.39264 -3.49698
H 2.57622 -1.40886 -5.52676
H 0.13064 -1.12348 -5.31732
H -0.89771 -0.81182 -3.10512
H -1.89932 -2.28020 0.73473
H -4.33728 -1.97842 0.62264
H -5.30226 -0.11727 -0.68777
H -3.80970 1.48517 -1.83925
H -1.36836 1.22908 -1.67562
O -2.26666 0.34887 3.35656
C -1.58257 0.98535 2.57109
O -0.31093 0.76410 2.44466
C -2.25848 2.05861 1.72351
C -3.64401 2.11419 1.89592
C -4.44347 3.02230 1.22933
C -3.85607 3.92118 0.35066
C -2.48957 3.88556 0.15690
C -1.66689 2.96923 0.82789
S 0.04303 3.16257 0.40800
H -4.07118 1.40547 2.59106
H -5.51300 3.03061 1.39592
H -4.45684 4.64490 -0.18635
H -2.02460 4.57725 -0.53457
C 4.69904 1.07835 1.52766
Te 3.47825 1.82220 -0.05171
C 3.55649 3.84553 0.59688
H 4.30543 1.44743 2.47078
H 5.73039 1.39091 1.38631
H 4.62742 -0.00679 1.50771
H 4.55998 4.23828 0.45569
H 3.25670 3.88675 1.64029
H 2.84207 4.40580 -0.00194
*
```

Its frontier orbital gap (spin up / spin down) is 6.72 / 6.53 eV. As for the HOMO energy (spin up / spin down): -6.632 / -7.566 eV. The electronic energy is -64670.682 eV. Its relative energy (zero: lowest compared OMol25 entry of this formula, charge and spin) is 0.171 eV.


# 4
C27H27AuNO3PS | the ωB97M-V functional and the def2-TZVPD basis

The geometry in ORCA input format:
```
! wB97M-V def2-TZVPD RIJCOSX def2/J DEFGRID3
* xyz 0 1
Au 0.50066 1.74543 -2.18675
O 1.87626 -1.14054 -1.41260
S 2.83045 -0.07598 -1.05131
O 4.00811 0.07072 -1.89065
O 2.09183 1.22428 -0.91179
C 3.41753 -0.40615 0.54974
C 4.75709 -0.56192 0.77268
C 5.21638 -0.76890 2.04861
C 4.33351 -0.75298 3.12428
C 2.98842 -0.62627 2.94568
C 2.48920 -0.42576 1.60275
P 0.62256 -0.33488 1.26477
C 0.22856 1.34192 1.88671
C -0.74576 2.02933 1.20420
C -1.06033 3.38792 1.49743
C -0.29869 4.06135 2.40712
C 0.70880 3.41304 3.12224
C 0.90588 2.04738 2.86034
C -0.05532 -1.44561 2.53611
C 0.37709 -2.74209 2.46268
C -0.20994 -3.72324 3.26818
C -1.27294 -3.44316 4.09655
C -1.70071 -2.14308 4.18419
C -1.10076 -1.10681 3.44109
H 5.48630 -0.57821 -0.05797
H 6.29076 -0.91778 2.29268
H 4.67211 -1.00229 4.10395
H 2.28782 -0.74799 3.77037
H -1.30540 1.53503 0.39616
H -1.84527 3.90910 0.96942
H -0.38514 5.13117 2.47385
H 1.38046 3.95170 3.81670
H 1.73006 1.62301 3.37967
H 1.14095 -3.00245 1.78799
H 0.27955 -4.65913 3.32805
H -1.73103 -4.21389 4.80361
H -2.42880 -1.83488 4.94048
H -1.38606 -0.01873 3.58596
C -1.31266 -1.22327 -1.86482
N -1.46076 -1.40710 -3.36311
C -0.95214 -2.73519 -3.78373
C -0.97024 -0.23287 -4.20458
C -1.78693 0.96105 -3.88158
C -3.12348 0.96246 -4.35669
C -3.98673 1.93417 -3.94996
C -3.51255 2.96519 -3.11822
C -2.21061 2.98310 -2.67293
C -1.31644 1.95697 -3.01690
H -1.96532 -1.97617 -1.39087
H -1.71709 -0.27354 -1.65113
H -0.25686 -1.18131 -1.56962
H -2.47292 -1.40417 -3.51399
H 0.14493 -2.67389 -3.77933
H -1.28093 -3.06196 -4.75542
H -1.31055 -3.42607 -3.04631
H -1.17565 -0.46177 -5.23636
H 0.12814 -0.10598 -3.99145
H -3.54934 0.15632 -4.97568
H -5.04511 1.85185 -4.25733
H -4.18884 3.78857 -2.89182
H -1.77211 3.80491 -2.14132
*
```

Its frontier orbital gap is 7.99 eV. As for the HOMO energy: -7.953 eV. The electronic energy is -59884.403 eV.